# 1
# C3H5O3

A gas-phase ion, C3H5O3 (charge -1) at a distorted geometry (ωB97M-V/def2-TZVPD, the OMol25 dataset).

Calculated values
Energy above the lowest of the compared OMol25 structures with the same formula, charge and spin: 0.430 eV
SMILES: O=C([O-])CCO
Frontier orbital gap: 7.99 eV
Net charge: -1
HOMO level: -3.973 eV

Each line ends with the natural charge from an NBO analysis.
Positions of all 11 atoms, in Å:
O  -0.466  1.952  -0.835  -0.812
C  -0.028  0.773  -0.950  0.774
O  0.817  0.361  -1.747  -0.761
C  -0.647  -0.052  0.292  -0.585
C  -0.151  -1.420  0.762  -0.080
O  0.517  -1.386  2.015  -0.743
H  -1.701  -0.052  -0.100  0.216
H  -0.652  0.671  1.097  0.207
H  -0.919  -2.189  0.868  0.149
H  0.598  -1.729  -0.013  0.174
H  0.703  -0.462  2.207  0.462



# 2
# C3H5O3P

A single C3H5O3P molecule at a distorted geometry (ωB97M-V/def2-TZVPD, the OMol25 dataset).

Calculated values
Energy above the lowest of the compared OMol25 structures with the same formula, charge and spin: 2.046 eV
Frontier orbital gap: 9.06 eV
HOMO level: -8.937 eV

Each line ends with the natural charge from an NBO analysis.
Positions of all 12 atoms, in Å:
C  1.914  -0.066  -0.841  -0.357
C  0.905  -0.713  -0.281  -0.249
C  -0.329  -0.052  0.178  0.156
O  -2.776  0.760  -0.334  -1.063
O  -0.959  -0.791  1.295  -0.757
O  -0.220  1.275  0.455  -0.704
P  -2.063  -0.503  -0.519  1.327
H  2.785  -0.586  -1.198  0.203
H  1.894  1.003  -0.956  0.210
H  0.897  -1.785  -0.155  0.217
H  -0.958  -0.232  2.086  0.510
H  -1.090  1.689  0.270  0.507



# 3
# C3H5O3P

A single C3H5O3P molecule at a distorted geometry (ωB97M-V/def2-TZVPD, the OMol25 dataset).

Calculated values
Energy above the lowest of the compared OMol25 structures with the same formula, charge and spin: 2.397 eV
SMILES: C=CP(O)C(=O)O
Frontier orbital gap: 9.90 eV
HOMO level: -9.371 eV

Each line ends with the natural charge from an NBO analysis.
Positions of all 12 atoms, in Å:
C  1.627  0.635  -0.162  -0.366
C  0.462  0.246  -0.746  -0.587
P  -1.276  0.864  -0.678  1.088
O  -1.330  1.715  0.678  -1.001
C  -1.124  -0.760  0.224  0.523
O  -0.972  -0.728  1.411  -0.636
O  -0.924  -1.811  -0.572  -0.691
H  2.617  0.247  -0.639  0.195
H  1.906  1.186  0.774  0.212
H  0.716  -0.257  -1.724  0.237
H  -1.298  1.225  1.520  0.526
H  -0.405  -2.561  -0.088  0.499